One molecule with the formula C15H24BrNO3, computed with the ωB97M-V functional and the def2-TZVPD basis.

Last column: Löwdin charge in e.
Geometry (Å):
C: -0.05 -1.97 1.81  -0.045
O: 1.15 -1.54 0.96  -0.266
C: 1.93 -2.50 0.41  -0.317
C: 3.09 -2.08 -0.25  -0.259
C: 4.07 -1.66 0.64  -0.167
N: 3.59 -0.40 1.59  -0.051
H: 2.63 -0.60 2.10  0.122
C: 3.65 0.98 0.74  -0.112
C: 2.46 1.30 -0.20  -0.258
O: 2.93 0.88 -1.44  -0.146
C: 1.90 1.48 -2.39  -0.030
C: 0.63 0.45 -2.56  -0.181
O: -0.15 0.59 -1.58  -0.074
C: -1.18 0.05 -1.09  -0.403
C: -1.57 -1.23 -1.90  0.129
C: -2.72 -1.99 -1.20  -0.125
C: -3.37 -1.71 -0.19  -0.378
C: -3.09 -0.42 0.48  0.056
C: -1.87 0.47 -0.10  -0.553
Br: -1.49 2.01 0.97  0.740
H: -3.67 -0.02 1.16  0.025
C: -4.70 -2.25 0.40  -0.021
H: -5.49 -1.62 0.28  0.020
H: -4.48 -2.62 1.44  0.096
H: -4.75 -3.05 -0.62  0.158
H: -2.82 -2.85 -1.86  0.102
H: -0.99 -1.75 -2.63  0.074
H: 0.30 0.58 -3.48  0.080
H: 0.98 -0.72 -2.17  0.206
H: 2.53 1.16 -3.29  0.143
H: 1.63 2.42 -2.32  0.068
H: 2.25 2.32 -0.20  0.102
H: 1.65 0.76 0.23  0.087
H: 3.65 1.60 1.62  0.091
H: 4.58 0.97 0.31  0.067
H: 4.33 -2.06 1.56  0.078
H: 4.99 -1.22 0.08  0.148
H: 2.77 -1.24 -0.66  0.064
H: 3.49 -2.82 -0.75  0.100
H: 1.05 -3.02 -0.20  0.147
H: 2.12 -3.36 1.41  0.194
H: 0.08 -2.53 2.79  0.090
H: -0.69 -1.12 2.15  0.059
H: -0.86 -2.67 1.13  0.140

Calculated values
structure (SMILES): COCCCNCCOCCOc1ccc(C)cc1Br
gap between HOMO and LUMO: 7.7 eV
relative energy (zero: lowest compared OMol25 entry of this formula, charge and spin): 13.552 eV
E_HOMO: -7.98 eV
E_LUMO: -0.241 eV

C28H67IN7O7P2S2 as an isolated structure, computed with the ωB97M-V functional and the def2-TZVPD basis.

Last column: Löwdin charge in e.
Geometry (Å):
C: 6.74 -1.46 -0.74  -0.111
C: 5.32 -0.99 -1.11  -0.258
C: 5.16 -0.68 -2.61  -0.221
C: 4.01 0.33 -2.79  -0.224
C: 3.46 0.36 -4.23  -0.213
C: 1.92 0.58 -4.32  -0.206
C: 1.42 1.59 -3.28  -0.220
C: 0.20 2.41 -3.78  -0.213
C: -0.65 2.94 -2.60  -0.221
C: -1.96 2.15 -2.51  -0.215
C: -2.74 2.40 -1.20  -0.189
C: -4.22 2.77 -1.46  -0.208
C: -5.24 1.72 -1.02  -0.220
C: -5.31 0.46 -1.90  -0.235
S: -4.41 -0.93 -1.23  0.516
O: -4.76 -1.03 0.17  -0.324
O: -3.00 -0.65 -1.43  -0.341
N: -4.72 -2.25 -2.09  -0.342
S: -6.12 -2.94 -1.84  0.473
O: -6.06 -4.08 -0.96  -0.337
O: -7.22 -2.05 -1.55  -0.334
C: -6.46 -3.67 -3.48  -0.248
C: -5.94 -2.70 -4.54  -0.873
O: -6.55 -1.78 -4.94  0.029
I: -3.94 -3.14 -5.27  0.748
H: 7.25 -1.84 -1.62  0.066
H: 7.34 -0.67 -0.29  0.035
H: 6.66 -2.26 -0.01  0.062
H: 4.61 -1.77 -0.84  0.104
H: 5.08 -0.10 -0.51  0.093
H: 4.87 -1.61 -3.10  0.107
H: 6.09 -0.30 -3.03  0.110
H: 3.25 0.08 -2.05  0.107
H: 4.43 1.31 -2.57  0.111
H: 3.69 -0.58 -4.73  0.097
H: 3.95 1.16 -4.79  0.105
H: 1.46 -0.40 -4.20  0.112
H: 1.71 0.93 -5.33  0.103
H: 1.13 1.07 -2.36  0.111
H: 2.22 2.31 -3.11  0.109
H: 0.63 3.26 -4.33  0.102
H: -0.39 1.81 -4.47  0.105
H: -0.86 4.00 -2.76  0.103
H: -0.06 2.85 -1.69  0.105
H: -1.72 1.09 -2.64  0.098
H: -2.55 2.43 -3.39  0.107
H: -2.61 1.60 -0.48  0.104
H: -2.28 3.29 -0.76  0.096
H: -4.39 3.07 -2.49  0.102
H: -4.43 3.67 -0.86  0.098
H: -5.16 1.46 0.04  0.110
H: -6.23 2.19 -1.13  0.105
H: -5.05 0.66 -2.94  0.109
H: -6.36 0.15 -1.91  0.080
H: -7.53 -3.84 -3.59  0.107
H: -5.89 -4.59 -3.60  0.065
O: 8.07 2.02 -0.99  -0.279
P: 8.62 2.96 0.06  0.782
N: 7.07 3.17 0.81  -0.327
C: 6.58 4.37 1.44  -0.146
C: 6.63 2.00 1.56  -0.136
N: 9.03 4.26 -1.03  -0.345
C: 7.97 5.14 -1.52  -0.130
C: 9.84 3.81 -2.15  -0.154
N: 9.37 3.81 1.46  -0.305
C: 9.76 5.21 1.41  -0.141
C: 10.48 3.03 2.04  -0.147
H: 7.03 4.56 2.42  0.080
H: 5.50 4.29 1.57  0.086
H: 6.72 5.25 0.82  0.046
H: 7.13 1.93 2.54  0.080
H: 6.84 1.09 1.00  0.047
H: 5.55 2.03 1.72  0.084
H: 7.08 4.59 -1.86  0.092
H: 8.34 5.74 -2.36  0.081
H: 7.67 5.86 -0.77  0.051
H: 9.25 3.33 -2.94  0.079
H: 10.60 3.09 -1.82  0.071
H: 10.38 4.66 -2.59  0.078
H: 10.57 5.41 0.71  0.083
H: 10.10 5.49 2.41  0.089
H: 8.91 5.85 1.19  0.062
H: 11.36 3.01 1.39  0.076
H: 10.16 1.99 2.20  0.075
H: 10.77 3.42 3.02  0.076
O: -7.55 -1.91 4.18  -0.279
P: -7.51 -3.42 4.21  0.718
N: -7.29 -3.66 5.90  -0.322
C: -6.62 -4.78 6.51  -0.147
C: -8.45 -3.28 6.69  -0.152
N: -6.03 -3.65 3.33  -0.331
C: -4.76 -3.62 4.03  -0.136
C: -5.95 -2.80 2.13  -0.140
N: -8.05 -5.08 3.88  -0.304
C: -7.17 -6.08 3.30  -0.138
C: -9.33 -5.09 3.15  -0.145
H: -7.21 -5.71 6.49  0.079
H: -6.40 -4.55 7.56  0.080
H: -5.65 -4.98 6.05  0.045
H: -9.25 -4.04 6.64  0.077
H: -8.86 -2.33 6.34  0.068
H: -8.17 -3.13 7.74  0.075
H: -4.68 -2.77 4.72  0.088
H: -3.95 -3.56 3.31  0.086
H: -4.58 -4.55 4.58  0.047
H: -5.65 -1.78 2.36  0.072
H: -6.92 -2.76 1.62  0.079
H: -5.24 -3.22 1.42  0.067
H: -6.85 -5.84 2.28  0.088
H: -7.72 -7.03 3.28  0.082
H: -6.29 -6.25 3.92  0.067
H: -9.22 -4.75 2.11  0.082
H: -10.05 -4.42 3.65  0.072
H: -9.77 -6.09 3.15  0.071

Calculated values
gap between HOMO and LUMO: 5.9 eV
E_HOMO: -5.68 eV
net charge: -1
E_LUMO: 0.248 eV

One molecule with the formula C8H8FNO3, computed with the ωB97M-V functional and the def2-TZVPD basis.

Last column: Löwdin charge in e.
Geometry (Å):
N: -2.14 1.00 -2.29  0.107
C: -1.18 0.21 -2.09  -0.225
C: 0.25 0.61 -1.75  -0.097
C: 0.75 -0.31 -0.72  -0.090
C: 0.70 -0.26 0.61  -0.084
C: 0.12 0.81 1.45  -0.069
C: -0.97 0.29 2.40  -0.183
F: -2.16 0.88 2.10  -0.029
C: 1.33 -1.50 1.12  -0.357
O: 1.65 -1.81 2.23  0.183
O: 1.57 -2.34 0.03  0.153
C: 1.46 -1.57 -1.10  -0.372
O: 1.91 -1.85 -2.19  0.164
H: -1.82 1.97 -2.19  0.051
H: -1.37 -0.85 -2.15  0.117
H: 0.83 0.51 -2.65  0.128
H: 0.24 1.64 -1.42  0.117
H: -0.28 1.60 0.83  0.117
H: 0.92 1.23 2.05  0.130
H: -0.71 0.52 3.43  0.120
H: -1.07 -0.78 2.30  0.119

Calculated values
structure (SMILES): [H]/N=C\CC1=C(CCF)C(=O)OC1=O
gap between HOMO and LUMO: 9.3 eV
relative energy (zero: lowest compared OMol25 entry of this formula, charge and spin): 0.000 eV
E_HOMO: -10.42 eV
E_LUMO: -1.067 eV

One molecule with the formula C4H6N2OS, computed with the ωB97M-V functional and the def2-TZVPD basis.

Last column: Löwdin charge in e.
Geometry (Å):
C: 0.51 1.01 -0.04  -0.184
C: 0.10 -0.24 -0.14  -0.242
C: 1.04 -1.38 0.02  -0.537
C: -1.29 -0.83 -0.08  -0.456
H: 1.70 2.57 0.21  0.174
H: 2.58 0.97 -0.04  -0.032
H: -0.25 1.87 -0.13  0.151
H: 0.66 -2.44 0.39  0.097
H: -3.33 -0.50 -0.17  0.070
H: -2.30 0.92 0.44  0.108
N: 1.77 1.51 -0.18  0.075
N: -2.49 0.00 -0.05  0.122
O: -1.43 -2.04 -0.16  0.025
S: 2.72 -1.41 -0.07  0.629

Calculated values
structure (SMILES): N/C=C(\C=S)C(N)=O
gap between HOMO and LUMO: 8.1 eV
relative energy (zero: lowest compared OMol25 entry of this formula, charge and spin): 2.654 eV
E_HOMO: -8.45 eV
E_LUMO: -0.361 eV

A 2-piece molecular cluster, C10H15NO overall, computed with the ωB97M-V functional and the def2-TZVPD basis.

Last column: Löwdin charge in e.
Geometry (Å):
C: -1.38 -0.78 1.03  -0.038
N: -0.15 -0.07 1.34  -0.226
C: 1.09 -0.78 1.03  -0.038
C: -0.15 1.26 1.46  0.028
H: -1.14 -1.85 0.98  0.084
H: -2.11 -0.60 1.81  0.095
H: -1.83 -0.45 0.08  0.096
H: 0.85 -1.84 0.98  0.084
H: 1.54 -0.45 0.08  0.096
H: 1.82 -0.59 1.81  0.095
H: 0.79 1.76 1.25  0.120
H: -1.08 1.76 1.25  0.120
C: -0.14 7.91 3.64  -0.078
C: -0.14 6.43 3.54  -0.321
C: -0.14 5.85 2.27  -0.081
C: -0.15 4.47 2.09  -0.042
C: -0.15 3.57 3.22  -0.388
O: -0.15 2.27 3.16  -0.123
C: -0.14 4.22 4.51  -0.031
C: -0.14 5.59 4.65  -0.069
H: -0.14 8.23 4.68  0.065
H: 0.74 8.34 3.16  0.076
H: -1.03 8.34 3.16  0.076
H: -0.15 6.51 1.41  0.109
H: -0.15 4.04 1.10  0.083
H: -0.14 3.55 5.36  0.100
H: -0.14 6.01 5.65  0.105

Calculated values
gap between HOMO and LUMO: 7.1 eV
relative energy (zero: lowest compared OMol25 entry of this formula, charge and spin): 2.941 eV
E_HOMO: -6.75 eV
E_LUMO: 0.306 eV